The following is a DFT calculation (ωB97M-V/def2-TZVPD) of a molecular structure, C36H90O24P6 in a non-equilibrium geometry.

Cartesian coordinates (Å):
C 2.543 -0.369 4.084
C 2.867 -1.769 3.350
O 3.793 -1.689 2.235
P 3.352 -2.693 1.029
O 2.237 -2.162 0.302
O 3.059 -4.091 1.851
C 2.156 -5.171 1.373
C 2.606 -6.441 2.093
O 4.703 -3.041 0.207
C 5.415 -1.869 -0.176
C 5.822 -2.117 -1.625
H 1.770 0.032 3.428
H 2.142 -0.512 5.087
H 3.449 0.235 4.132
H 3.405 -2.232 4.177
H 1.901 -2.272 3.304
H 1.208 -4.711 1.650
H 2.082 -5.234 0.288
H 3.692 -6.495 2.172
H 2.226 -6.133 3.067
H 2.117 -7.365 1.784
H 4.790 -0.976 -0.186
H 6.241 -1.651 0.501
H 6.614 -2.848 -1.790
H 4.974 -2.325 -2.278
H 6.337 -1.177 -1.824
C -0.183 2.444 -8.539
C -1.725 2.283 -8.630
O -2.249 2.816 -7.447
P -2.955 1.881 -6.282
O -2.436 0.513 -6.107
O -2.757 2.770 -4.923
C -1.642 2.876 -4.057
C -0.292 2.841 -4.698
O -4.554 2.035 -6.614
C -4.976 3.143 -7.430
C -5.165 2.685 -8.882
H 0.120 3.410 -8.136
H 0.258 1.686 -7.893
H 0.323 2.143 -9.456
H -2.034 2.840 -9.515
H -1.984 1.258 -8.894
H -1.750 3.912 -3.737
H -1.719 2.331 -3.116
H 0.488 2.780 -3.939
H -0.088 1.907 -5.222
H -0.145 3.706 -5.345
H -5.933 3.497 -7.048
H -4.212 3.921 -7.429
H -4.349 2.122 -9.336
H -6.020 2.018 -8.992
H -5.242 3.587 -9.488
C 3.485 -0.821 -1.514
C 2.320 -1.839 -1.560
O 1.076 -1.310 -1.099
P -0.222 -1.166 -2.013
O -1.141 -2.284 -1.779
O -0.705 0.292 -1.651
C -1.687 0.637 -0.672
C -1.374 2.109 -0.625
O 0.262 -0.986 -3.577
C -0.577 -0.303 -4.503
C 0.169 0.228 -5.779
H 4.430 -1.339 -1.677
H 3.269 0.008 -2.189
H 3.471 -0.516 -0.468
H 2.091 -2.326 -2.508
H 2.587 -2.681 -0.922
H -2.717 0.365 -0.903
H -1.437 0.098 0.242
H -1.806 2.412 0.329
H -0.314 2.359 -0.585
H -1.918 2.612 -1.425
H -1.376 -0.947 -4.869
H -0.995 0.552 -3.970
H 1.023 -0.410 -6.010
H -0.458 0.307 -6.667
H 0.449 1.263 -5.585
C -4.281 -1.844 -1.829
C -4.252 -1.862 -0.242
O -4.729 -0.764 0.516
P -4.444 -0.650 2.178
O -5.327 0.219 2.956
O -4.402 -2.198 2.641
C -4.271 -2.439 4.012
C -5.534 -2.988 4.719
O -2.907 -0.213 2.295
C -2.560 1.067 2.737
C -1.968 2.012 1.632
H -3.908 -2.791 -2.217
H -5.341 -1.709 -2.043
H -3.611 -1.089 -2.242
H -4.783 -2.728 0.154
H -3.219 -2.024 0.064
H -3.560 -3.263 4.073
H -3.845 -1.564 4.502
H -5.372 -2.831 5.785
H -6.455 -2.485 4.424
H -5.668 -4.060 4.571
H -3.275 1.542 3.409
H -1.745 0.878 3.437
H -1.612 2.855 2.223
H -1.082 1.754 1.052
H -2.738 2.410 0.971
C 1.489 -4.660 4.027
C 0.894 -3.451 4.879
O -0.354 -3.102 4.335
P -0.668 -1.612 3.735
O -2.147 -1.304 3.413
O 0.415 -1.723 2.535
C 0.040 -2.602 1.531
C -0.428 -1.758 0.300
O -0.065 -0.472 4.710
C -0.468 0.958 4.620
C 0.473 1.824 5.423
H 0.794 -5.499 4.056
H 1.739 -4.292 3.032
H 2.299 -5.071 4.630
H 0.766 -3.603 5.951
H 1.477 -2.533 4.959
H 0.939 -3.120 1.200
H -0.715 -3.347 1.783
H -0.903 -2.267 -0.539
H -1.076 -0.983 0.709
H 0.440 -1.267 -0.141
H -0.216 1.308 3.619
H -1.451 1.077 5.075
H 0.716 1.220 6.297
H 1.403 2.111 4.932
H 0.041 2.773 5.742
C 2.211 -0.323 0.951
C 2.275 0.848 2.012
O 2.351 2.063 1.388
P 2.359 3.587 2.070
O 2.702 4.636 1.045
O 0.932 3.683 2.856
C -0.297 3.623 2.178
C -1.133 4.875 2.139
O 3.532 3.395 3.239
C 4.743 4.203 3.252
C 5.209 4.128 4.715
H 3.131 -0.908 0.943
H 1.383 -0.942 1.296
H 2.213 0.087 -0.059
H 1.499 0.742 2.769
H 3.269 0.744 2.446
H -0.342 3.151 1.196
H -0.870 2.912 2.772
H -1.276 5.352 3.109
H -0.503 5.589 1.610
H -2.139 4.688 1.763
H 5.475 3.820 2.541
H 4.451 5.195 2.908
H 4.518 4.516 5.463
H 5.479 3.095 4.938
H 6.099 4.756 4.766

## Properties
**DFT total energy**: -5278.67845 Eh
**M**: 1092.94 Da
**E_LUMO**: 0.020 Eh
**Energy above the lowest of the compared OMol25 structures with the same formula, charge and spin**: 963.9 kcal/mol
**Gap between HOMO and LUMO**: 8.1 eV
**HOMO**: -7.58 eV